C29H48AlNOP3S | ωB97M-V with the def2-TZVPD basis set

Structure (XYZ):
```
84
Properties=species:S:1:pos:R:3:forces:R:3
Al -0.7761 -0.2147 -0.0169 0.374 1.461 0.051
P -3.0810 0.2782 0.2778 -1.513 -0.187 0.065
P -0.2115 0.3376 2.4302 0.192 -0.376 1.956
P -0.3023 -0.7406 -2.4745 0.784 -0.782 -0.920
H 1.5369 -2.7587 1.9350 0.340 -0.299 -0.182
C 2.2320 -3.1141 1.1640 -0.133 0.375 -0.282
C 3.4740 -2.6293 1.0649 -0.325 0.186 -0.122
H 3.8317 -1.8564 1.7593 -0.092 -0.435 -0.257
C -4.0001 -0.8403 1.3858 0.356 -0.555 0.103
C -3.4327 1.8769 1.0607 0.412 0.445 -0.076
C -4.1068 0.2231 -1.2217 0.246 0.105 -0.352
C 1.4468 -0.0189 3.1020 0.516 -0.198 -0.449
C -0.3450 2.0765 3.0550 -0.182 0.381 -0.826
C -1.1905 -0.4464 3.7685 -0.292 -0.352 -0.341
C 1.4302 -1.3593 -2.5240 0.151 0.173 0.163
C -0.4422 0.6004 -3.7452 -0.162 0.475 0.498
C -1.0300 -2.1080 -3.4292 -0.606 -0.283 0.189
H 1.8083 -3.8573 0.4782 0.402 0.113 0.284
H 4.1784 -2.9478 0.2853 -0.353 0.016 0.417
H -4.7019 -1.4418 0.7945 0.211 0.155 0.169
H -4.5573 -0.2603 2.1232 0.044 -0.027 -0.098
H -3.3068 -1.5158 1.9005 -0.277 0.196 0.027
H -4.4297 2.2025 0.7465 0.128 -0.038 0.096
H -2.7052 2.6384 0.7692 -0.183 0.090 0.002
H -3.4196 1.7742 2.1519 0.018 0.000 -0.250
H -5.1245 0.5404 -0.9583 0.240 -0.059 -0.072
H -4.1496 -0.7982 -1.6244 0.075 0.221 0.155
H -3.7016 0.8923 -1.9875 -0.184 -0.049 0.042
H 1.4265 0.1287 4.1912 -0.104 -0.006 -0.350
H 2.1844 0.6648 2.6696 -0.127 -0.234 0.047
H 1.7576 -1.0452 2.8848 -0.036 0.236 0.117
H -0.3028 2.0485 4.1543 -0.022 -0.177 -0.382
H -1.2892 2.5483 2.7501 0.291 -0.064 0.172
H 0.4913 2.6942 2.6986 -0.263 -0.248 0.072
H -0.6678 -0.2297 4.7121 -0.327 -0.101 -0.284
H -1.2295 -1.5323 3.6166 -0.064 0.189 0.161
H -2.2124 -0.0448 3.8089 0.249 -0.162 0.038
H 1.6284 -1.8016 -3.5110 -0.069 0.200 0.266
H 1.5639 -2.1415 -1.7588 -0.006 0.219 -0.211
H 2.1635 -0.5709 -2.3324 -0.202 -0.225 -0.003
H -0.3231 0.1644 -4.7503 0.014 -0.040 0.475
H 0.3154 1.3850 -3.6067 -0.290 -0.312 -0.011
H -1.4420 1.0653 -3.6913 0.386 -0.196 -0.024
H -0.4142 -2.1645 -4.3383 -0.296 -0.014 0.195
H -2.0719 -1.8877 -3.7029 0.285 -0.192 0.072
H -0.9747 -3.0814 -2.9162 -0.119 0.358 -0.124
C -1.9675 -3.8443 -0.0980 -0.485 -1.330 -0.557
C -3.2300 -4.0680 0.4469 0.343 -0.098 -0.420
C -3.9328 -5.2156 0.0527 0.595 0.047 0.071
C -3.3219 -6.1529 -0.7970 -0.122 0.544 0.058
C -1.9845 -5.9729 -1.1795 0.046 0.004 0.111
C -1.2783 -4.8065 -0.8516 -0.761 0.399 0.525
O -1.4406 -2.5578 0.0394 2.201 2.169 -0.560
H -0.6988 -2.4232 -0.6209 -1.131 -1.331 0.811
H -3.6292 -3.3274 1.1366 -0.135 -0.428 -0.332
H -4.9428 -5.3588 0.4338 0.235 -0.094 -0.187
H -3.9177 -6.9826 -1.1904 0.460 0.148 0.352
H -1.4688 -6.7568 -1.7277 -0.169 0.157 -0.057
H -0.2329 -4.6205 -1.1382 -0.483 -0.274 -0.019
N 0.2028 1.4560 -0.2647 -0.411 -0.183 -0.136
S 1.4833 1.9890 -1.1858 0.596 0.641 0.599
C 1.4437 3.7781 -1.0211 -0.154 0.907 -0.630
C 1.9355 4.5066 -2.1240 0.006 -0.283 0.192
C 2.0099 5.9031 -2.0686 -0.125 -0.072 0.402
C 1.5747 6.5818 -0.9152 -0.034 -0.409 -0.124
C 1.0441 5.8595 0.1626 0.123 -0.459 -0.306
C 0.9792 4.4583 0.1081 0.088 0.149 -0.013
C 3.0032 1.6068 -0.2971 0.402 -0.238 0.000
C 3.9742 0.8599 -0.9839 -0.387 0.142 0.042
C 5.1926 0.5706 -0.3676 -0.171 0.202 0.084
C 5.4431 1.0422 0.9291 0.007 -0.328 -0.259
C 4.4769 1.7874 1.6080 -0.281 0.250 -0.153
C 3.2678 2.0988 0.9795 -0.029 -0.031 0.148
H -0.4091 2.2356 -0.0183 0.432 0.119 0.064
H 2.2777 3.9674 -3.0104 -0.079 0.249 0.190
H 2.4076 6.4611 -2.9231 -0.182 -0.268 0.381
H 1.6387 7.6704 -0.8547 -0.019 -0.376 -0.081
H 0.6838 6.3638 1.0605 0.146 -0.077 -0.324
H 0.5870 3.9165 0.9619 -0.016 0.074 -0.050
H 3.7733 0.5394 -2.0064 0.229 0.031 0.245
H 5.9329 -0.0123 -0.9190 -0.149 0.243 0.274
H 6.3995 0.8180 1.4085 -0.342 0.103 -0.157
H 4.6647 2.1588 2.6194 0.012 -0.110 -0.407
H 2.5312 2.7382 1.4671 0.263 -0.167 0.006
```
Forces are in eV/Å.

Net charge: +3
Frontier orbital gap in eV: 6.5